No. 1
47
Properties=species:S:1:pos:R:3:forces:R:3 method="wB97M-V/def2-TZVPD" e_homo_ev=-3.465 energy_ha=-5383.0729 total_charge=-1 relative_energy_kcal_mol=1.3 homo_lumo_gap_ev=6.092
Li 0.357794 1.538145 0.949015 -0.40 -0.30 0.16
C -4.571643 -4.808156 -1.894506 -0.04 -0.04 -0.01
C -3.460632 -3.937386 -1.371439 0.03 0.02 0.00
C -3.253531 -3.764457 -0.011189 -0.02 -0.01 -0.02
C -2.223333 -2.971864 0.487414 0.01 0.00 0.05
C -2.063514 -2.838985 1.975047 0.00 0.01 0.01
C -1.346830 -2.316729 -0.394907 -0.04 0.01 -0.09
Se 0.114542 -1.298189 0.287670 0.14 0.15 0.08
C -1.561789 -2.474041 -1.777602 0.07 0.04 -0.01
C -0.670697 -1.798198 -2.781888 0.00 0.00 -0.02
C -2.599250 -3.275474 -2.237164 -0.06 0.00 0.00
H -5.220180 -5.143732 -1.083745 0.00 0.00 0.00
H -4.183894 -5.699066 -2.396473 0.01 0.00 0.00
H -5.193333 -4.275917 -2.618535 0.01 0.01 0.00
H -3.915406 -4.261344 0.693235 -0.01 0.00 0.00
H -2.871555 -3.357116 2.496266 0.01 0.00 0.01
H -2.052264 -1.788986 2.271999 -0.02 0.00 -0.01
H -1.104045 -3.245648 2.301720 0.00 0.00 -0.01
H -0.411274 -0.793211 -2.450471 -0.04 0.02 -0.02
H -1.156776 -1.751013 -3.758869 0.01 -0.02 -0.01
H 0.274214 -2.339049 -2.890660 0.01 0.01 0.03
H -2.741107 -3.380048 -3.310150 -0.01 0.00 0.00
C 4.809089 1.795809 1.037821 0.03 0.02 0.00
As 3.154425 0.972671 0.489819 -0.17 0.06 0.15
C 3.625931 -0.812135 -0.031662 0.00 -0.04 0.07
C 2.579212 1.891901 -1.094034 0.01 -0.03 -0.09
O 2.040962 1.094130 1.709197 0.28 -0.04 -0.25
H 5.537295 1.779475 0.227374 0.00 0.00 0.00
H 5.196072 1.244425 1.893432 0.00 0.01 0.00
H 4.602115 2.822065 1.335486 -0.01 0.00 -0.01
H 4.519958 -0.776463 -0.655165 0.00 -0.03 -0.01
H 2.776982 -1.251235 -0.556345 -0.01 0.03 0.00
H 3.804577 -1.398002 0.868573 0.05 0.02 0.00
H 3.337060 1.798878 -1.872741 0.00 0.05 0.00
H 2.382416 2.933526 -0.845991 0.00 0.00 0.00
H 1.647166 1.436916 -1.430113 0.01 -0.04 0.02
C 0.770541 5.191486 0.686661 0.03 0.04 0.02
C -0.420531 4.306564 1.092215 0.01 0.02 -0.12
C -0.503233 4.234905 2.622670 -0.01 0.02 0.08
O -0.334111 3.071059 0.524150 0.11 0.04 0.00
H 0.747769 6.183206 1.152885 -0.04 0.01 -0.01
H 0.784094 5.316927 -0.398478 0.01 -0.02 -0.01
H 1.699329 4.693678 0.987998 -0.01 -0.01 0.01
H -1.335508 4.844127 0.751910 0.01 0.01 0.02
H 0.408830 3.779124 3.022052 0.01 -0.01 -0.03
H -1.346716 3.605893 2.913766 -0.01 0.00 -0.01
H -0.629200 5.221551 3.083752 0.00 0.00 -0.01


No. 2
35
Properties=species:S:1:pos:R:3:forces:R:3 method="wB97M-V/def2-TZVPD" smiles=CCCN1CCCC1.O.O.O.O e_homo_ev=-9.263 energy_ha=-636.1798 relative_energy_kcal_mol=19.2 homo_lumo_gap_ev=9.604
C 3.179370 0.339528 -0.864272 0.22 0.51 -0.93
C 1.943529 -0.554283 -0.884037 -0.34 0.18 0.32
C 1.240665 -0.699863 0.486460 0.75 -0.34 -0.98
N 0.236086 0.351145 0.638248 -0.04 -0.62 0.44
C -0.990073 -0.015270 -0.093706 0.46 0.05 0.33
C -2.082348 0.785225 0.585515 -0.71 0.65 -1.23
C -1.668387 0.922886 2.037816 1.35 0.13 -0.40
C -0.129256 0.696476 2.023538 -0.42 -0.42 -0.44
H 3.541648 0.531928 0.140455 0.35 -0.20 0.04
H 3.956336 -0.000470 -1.553440 0.23 -0.49 0.54
H 2.995555 1.316333 -1.329582 -0.45 0.03 0.42
H 1.256426 -0.065250 -1.568800 -0.33 -0.25 -0.13
H 2.086542 -1.560397 -1.280479 0.51 0.10 -0.06
H 0.857246 -1.731392 0.505940 -0.83 0.19 0.08
H 1.998781 -0.767244 1.272967 -0.07 0.85 0.14
H -1.238370 -1.080454 -0.031187 0.34 -0.23 0.36
H -0.769964 0.157410 -1.142643 -0.62 0.33 -0.20
H -3.060130 0.354061 0.452821 -0.35 -0.83 0.27
H -2.291980 1.720434 0.064655 0.73 0.49 0.22
H -2.159664 0.162559 2.631986 -0.14 0.21 0.37
H -1.773873 1.933294 2.400048 -0.84 0.08 0.38
H 0.137283 -0.117250 2.688765 0.13 -0.06 0.29
H 0.406745 1.585943 2.347410 0.12 0.00 0.02
O 0.112427 2.495568 -1.935287 0.12 0.05 -0.14
H -0.555126 3.176249 -1.820435 0.05 0.04 0.25
H 0.458049 2.251733 -1.065913 -0.17 -0.02 0.11
O -0.330171 0.720264 -4.086080 -0.09 0.13 0.39
H -0.230606 1.476464 -3.477570 0.13 -0.26 -0.25
H -0.484681 -0.006482 -3.471514 0.01 -0.07 -0.24
O 0.541623 -2.671113 3.326189 -0.21 -1.06 0.36
H 0.262311 -1.760828 3.365295 0.36 0.31 -0.30
H 1.297268 -2.803514 2.745929 -0.15 0.56 0.02
O -3.023008 -2.735286 -1.161237 -0.06 0.02 -0.08
H -2.510560 -2.524067 -0.375961 -0.03 -0.05 0.03
H -3.209694 -1.884337 -1.571896 0.00 -0.05 0.01


No. 3
11
Properties=species:S:1:pos:R:3:forces:R:3 method="wB97M-V/def2-TZVPD" e_homo_ev=-15.795 energy_ha=-1220.9374 total_charge=+1 relative_energy_kcal_mol=0.0 homo_lumo_gap_ev=9.701
O 1.786714 1.377726 -0.878941 0.21 -0.07 -0.22
C 1.183302 0.494932 -0.423422 -0.21 -1.13 1.03
N 1.338578 -0.682835 0.336190 1.26 -0.51 -0.92
C -0.048450 -1.031470 0.439665 0.17 0.22 -2.38
Cl -0.380722 -2.539397 -0.547200 -0.25 1.63 1.15
N -0.323015 0.333480 -0.269085 -0.98 -0.17 0.53
C -1.254490 1.227164 -0.224889 -0.19 -0.29 1.05
Cl -2.789439 1.018025 0.428235 0.48 -0.51 -0.32
H 2.012942 -1.467074 0.143505 -0.52 1.50 0.32
H -0.434890 -1.008474 1.435092 -0.59 -0.51 0.46
H -1.090531 2.277920 -0.439150 0.61 -0.15 -0.69


No. 4
122
Properties=species:S:1:pos:R:3:forces:R:3 method="wB97M-V/def2-TZVPD" e_homo_ev=-7.830 energy_ha=-12425.1264 homo_lumo_gap_ev=6.639
C 0.004401 -2.564525 1.063212 0.71 -0.03 -1.29
C 0.799277 -1.254037 1.450958 0.95 -1.44 -0.66
C 0.682248 -0.676738 2.903533 -0.10 -0.10 -0.43
I -0.721803 -1.987624 4.010212 0.55 0.53 0.28
C 0.215364 0.899332 3.055259 2.72 -2.85 0.53
C 0.776645 1.139605 4.544885 0.94 1.10 0.50
C 0.056163 2.133014 5.488929 -1.13 -0.95 0.87
O -0.799011 1.712444 6.209216 0.32 0.25 -0.47
Cl 0.433926 3.888405 5.754143 0.52 -0.65 -0.47
O -1.139907 0.727476 2.836347 0.19 1.00 -0.24
C -2.252422 1.548845 2.750498 -2.81 -1.31 -0.48
I -2.130146 3.658587 3.260176 0.60 -0.38 -0.25
C -3.301715 0.942848 3.827802 1.26 -0.28 0.57
C -3.978211 -0.405617 3.397340 -0.69 -0.80 0.58
C -5.511823 -0.307383 3.040432 0.62 0.26 0.81
F -6.204943 -1.430703 3.593134 0.67 0.74 -0.74
C -2.945749 1.283306 1.329641 -0.57 1.14 -0.29
Br -2.124222 0.068086 0.003985 -0.26 0.84 1.21
C -4.126326 1.792011 0.889533 0.53 -0.93 -0.91
C -4.707293 1.469070 -0.537933 -0.64 0.95 0.74
Br -5.259842 2.937330 1.960642 0.38 -0.42 -0.68
C 1.102861 1.737925 1.981863 -0.65 2.46 1.37
Br 3.007039 1.057898 1.937516 -0.60 -0.45 -0.34
O 0.375848 1.835536 0.814879 -0.19 -1.06 0.28
C 0.757435 2.121522 -0.490729 -1.00 -0.60 -3.02
C 2.178092 2.581065 -0.948191 0.88 -0.45 -0.78
C 3.105849 1.417546 -1.473154 1.83 -1.46 0.25
C 2.626341 0.326250 -2.313838 0.39 0.17 0.18
C 3.422728 -0.782478 -2.785506 1.13 1.41 1.41
C 4.830519 -0.843120 -2.383641 -1.85 1.66 0.33
C 5.346153 0.240157 -1.570027 -1.27 -0.19 -0.51
C 4.525220 1.366308 -1.094131 -0.52 -1.34 -1.05
C 5.259102 2.407449 -0.201778 0.14 -0.76 -0.05
P -0.372901 3.542764 -1.149793 1.31 4.10 0.73
O -1.791657 3.639203 -0.279535 0.07 -1.59 -0.85
O -0.603644 3.308620 -2.801422 -0.78 -1.10 1.49
B 1.431293 3.285715 2.437802 0.89 1.79 0.77
O 2.453324 3.595575 3.376203 -0.74 -0.54 -1.29
O 0.810356 4.389845 1.833810 0.72 -1.29 0.18
H 0.293577 -2.756643 -0.016964 -0.29 0.23 1.00
H -1.103465 -2.458421 1.044887 0.86 -0.13 0.41
H 0.364985 -3.484113 1.596627 -0.63 1.01 -0.17
H 1.878443 -1.579997 1.341720 -1.04 0.49 0.15
H 0.655469 -0.553898 0.595382 -0.11 -0.05 1.15
H 1.638812 -0.854115 3.460590 -1.00 0.34 -0.63
H 1.875650 1.401199 4.540268 -1.15 0.07 -0.62
H 0.792483 0.183240 5.139693 -0.69 0.95 -0.73
H -2.643176 0.688307 4.709135 -0.57 0.41 -0.86
H -4.001757 1.724612 4.212534 0.37 -0.81 -0.67
H -3.963135 -1.068265 4.313816 -0.06 0.69 -0.85
H -3.394411 -1.002218 2.641707 -0.53 0.90 0.55
H -5.718387 -0.250543 1.945897 0.02 -0.15 0.89
H -5.913386 0.582438 3.585173 0.09 -0.69 -0.68
H -5.731881 1.920956 -0.640788 0.96 -0.43 0.27
H -4.812634 0.368575 -0.676966 0.32 0.88 -0.03
H -4.079278 1.963677 -1.327552 -0.34 -0.77 0.76
H 0.475802 1.254119 -1.168779 0.48 0.44 1.12
H 2.054497 3.248765 -1.853109 -0.20 -0.49 0.98
H 2.741031 3.213400 -0.212978 -0.78 -0.68 -0.53
H 1.546174 0.350123 -2.612218 1.11 -0.10 0.24
H 2.959703 -1.579873 -3.414124 0.48 0.85 0.65
H 5.443303 -1.708830 -2.716723 -0.35 0.93 0.41
H 6.431746 0.199531 -1.298868 -1.15 0.17 -0.12
H 5.879007 1.822461 0.536511 -0.50 0.70 -0.71
H 5.951560 3.016307 -0.833408 -0.58 -0.35 0.56
H 4.593951 3.066537 0.400623 0.49 -0.47 -0.65
H -1.922936 4.520206 0.103584 0.47 -0.29 -0.31
H -0.580598 4.196594 -3.193890 0.07 -0.37 0.31
H 2.868855 4.445334 3.162100 -0.22 -0.28 0.41
H 1.181857 5.218643 2.179203 -0.35 -0.35 -0.18
O 4.039347 4.362326 -5.715384 3.51 0.11 -2.34
P 3.518419 4.568584 -7.121851 -8.19 0.13 2.11
O 2.731972 6.005377 -6.880328 0.90 0.08 -0.28
C 3.527657 7.186382 -6.814136 0.08 0.31 0.01
C 4.150589 7.532420 -8.155109 0.04 -0.06 -0.07
O 2.262446 3.506808 -6.976962 0.70 -0.24 -0.66
C 2.192611 2.537360 -5.935816 -0.12 -0.10 0.45
C 1.430411 3.081685 -4.743048 0.08 0.16 -0.16
O 3.197533 4.679802 -8.770994 3.15 -0.01 1.01
C 2.050604 4.126273 -9.418804 -0.48 -0.75 -0.55
C 0.759395 4.845034 -9.084532 0.04 0.35 0.31
H 4.300573 7.066788 -6.048710 -0.03 0.00 0.03
H 2.870894 7.998356 -6.497112 -0.10 -0.16 0.04
H 4.879625 6.774674 -8.457115 0.02 0.05 -0.01
H 4.665277 8.493866 -8.105320 -0.01 -0.03 0.05
H 3.390028 7.577960 -8.936058 0.02 0.02 0.06
H 3.184974 2.183487 -5.654592 -0.01 0.19 0.03
H 1.656913 1.671094 -6.334520 -0.02 0.14 -0.18
H 1.830005 4.041785 -4.405406 0.21 -0.11 -0.05
H 1.464351 2.381733 -3.908868 -0.04 -0.02 -0.13
H 0.387006 3.255855 -5.008698 0.05 -0.17 -0.07
H 1.982082 3.054582 -9.231629 -0.02 0.12 0.17
H 2.230948 4.228992 -10.492541 0.32 0.16 0.11
H 0.530686 4.823490 -8.020985 0.07 -0.13 -0.01
H -0.075275 4.383769 -9.616432 0.12 -0.03 -0.10
H 0.822356 5.897106 -9.371576 -0.02 -0.07 -0.10
O -0.733564 -7.049770 2.987165 -1.92 2.51 -2.81
P -2.205988 -7.272593 3.261037 1.09 -5.55 6.24
O -2.232638 -6.804275 4.847359 -0.16 0.64 -0.66
C -2.215537 -5.404066 5.117334 -0.08 0.32 0.16
C -3.508689 -4.729103 4.692714 -0.01 -0.03 -0.08
O -2.082590 -8.911729 3.429965 -0.50 0.28 -0.77
C -0.948932 -9.645764 2.982242 0.40 -0.22 0.12
C 0.072251 -9.792302 4.094940 0.03 0.05 0.22
O -3.882486 -7.424756 3.285127 1.37 2.17 -2.07
C -4.589253 -8.626576 3.596349 -0.51 -0.86 -0.28
C -4.498568 -9.022518 5.056049 0.27 0.28 0.26
H -1.357165 -4.942849 4.619213 0.04 -0.05 0.03
H -2.078455 -5.283134 6.193400 0.05 -0.20 -0.04
H -3.628968 -4.760859 3.605453 -0.02 0.07 0.01
H -3.519716 -3.681552 5.002109 0.03 -0.02 -0.01
H -4.371466 -5.235363 5.128140 0.05 0.05 0.01
H -0.513033 -9.197708 2.088933 0.00 0.13 0.15
H -1.300961 -10.639301 2.689863 -0.20 0.09 0.07
H 0.336347 -8.829769 4.537058 -0.01 0.04 -0.22
H 0.984614 -10.264513 3.724931 -0.05 -0.02 0.00
H -0.333581 -10.404995 4.903143 0.01 -0.05 -0.07
H -4.283526 -9.436202 2.933400 0.15 0.07 0.13
H -5.638752 -8.429910 3.360020 0.13 0.34 -0.09
H -3.474633 -9.195457 5.380900 0.01 -0.04 -0.14
H -5.065576 -9.939042 5.232074 -0.09 0.06 -0.12
H -4.900990 -8.231101 5.692254 -0.09 -0.06 -0.06


No. 5
13
Properties=species:S:1:pos:R:3:forces:R:3 method="wB97M-V/def2-TZVPD" e_homo_ev=-8.564 energy_ha=-394.8067 relative_energy_kcal_mol=101.0 homo_lumo_gap_ev=8.845
H 2.333429 1.231230 -0.007315 2.17 -2.40 -0.25
N 2.898904 0.251400 -0.108192 -0.41 2.75 0.21
C 1.961622 -0.561753 0.012763 3.80 -2.40 -0.88
N 0.709335 -0.258053 0.186485 -2.93 5.09 1.89
C -0.412275 -0.950298 0.103911 -4.30 1.15 -1.58
C -1.472023 0.072185 -0.088275 2.16 -1.70 1.64
O -2.839420 -0.057323 0.007077 -0.64 0.36 -0.44
C -0.766163 1.336701 -0.039075 2.53 -2.41 1.06
N 0.598660 1.158676 0.286191 -5.79 -1.97 -2.20
H 2.012004 -1.606272 -0.129818 1.09 -1.48 -0.02
H -0.565891 -2.054154 -0.087299 0.78 1.54 0.56
H -3.383558 -0.868539 0.202251 2.10 0.81 -0.40
H -1.074627 2.306197 -0.338707 -0.57 0.66 0.40


No. 6
10
Properties=species:S:1:pos:R:3:forces:R:3 method="wB97M-V/def2-TZVPD" e_homo_ev=-14.332 energy_ha=-532.4140 total_charge=+1 relative_energy_kcal_mol=22.9 homo_lumo_gap_ev=10.364
C 1.131465 0.020864 -0.469003 1.79 1.29 0.00
C -0.340064 -0.107760 1.250755 -0.16 -0.34 -0.76
N -0.308449 0.234750 -0.321511 0.84 -1.09 4.51
S 1.414838 0.466306 1.296898 -0.31 -0.63 0.09
H 1.465902 -1.075807 -0.660585 -0.91 2.15 -0.23
H 1.381077 0.888183 -1.150729 1.07 -1.81 0.31
H -1.040592 0.423794 1.915158 0.20 0.33 -0.87
H -0.608617 -1.180900 1.360959 0.82 0.49 -0.26
H -0.570187 1.169167 -0.423361 -0.43 2.01 -0.45
H -0.723019 -0.331558 -0.951558 -2.91 -2.40 -2.34


No. 7
22
Properties=species:S:1:pos:R:3:forces:R:3 method="wB97M-V/def2-TZVPD" e_homo_ev=-14.102 energy_ha=-345.9378 total_charge=+1 relative_energy_kcal_mol=4.9 homo_lumo_gap_ev=11.348
C -1.541270 -1.167252 0.885613 1.39 -0.57 1.24
C -0.241222 -0.642543 0.342999 0.42 2.35 -0.27
C 0.466296 -1.388513 -0.759082 0.47 -0.76 0.83
C 1.876817 -0.902764 -1.061675 -0.21 0.56 -0.75
N 1.862841 0.467637 -1.656621 1.18 0.16 -0.08
N -0.442894 0.803146 -0.189586 -0.71 0.58 -0.07
H -2.317363 -1.276508 0.189483 -1.02 0.01 -1.25
H -1.888071 -0.597531 1.745646 0.02 0.11 -0.09
H -1.291464 -2.168437 1.237209 -0.25 -0.12 0.17
H 0.456838 -0.406923 1.154652 -0.04 -0.66 0.07
H 0.604412 -2.400788 -0.392844 -0.21 -0.38 0.01
H -0.144963 -1.464757 -1.648360 -0.15 0.11 -0.35
H 2.331534 -1.613060 -1.739712 0.10 -0.15 -0.26
H 2.529126 -0.892090 -0.196459 -0.21 -0.05 0.45
H 2.152453 0.431940 -2.632704 -0.63 -0.22 -0.11
H 2.674839 0.968304 -1.290497 -0.33 0.07 0.30
H -0.529558 1.503594 0.564486 -0.11 -0.39 0.12
H -1.306423 0.886883 -0.722218 -0.19 -0.23 -0.01
H 0.306287 1.098325 -0.849002 0.47 -0.51 0.06
H -1.369078 2.475193 2.917723 0.25 -0.38 -0.03
H -2.273581 2.778980 1.786650 -0.08 -0.23 -0.25
O -1.623068 2.114445 2.055060 -0.13 0.68 0.27


No. 8
17
Properties=species:S:1:pos:R:3:forces:R:3 method="wB97M-V/def2-TZVPD" e_homo_ev=-8.463 energy_ha=-769.3505 relative_energy_kcal_mol=59.0 homo_lumo_gap_ev=9.081
C -1.320637 -1.166838 0.572700 -1.45 2.09 -0.44
C 0.156043 -1.112823 0.832504 0.70 -1.50 0.58
C -1.639682 0.259985 0.476729 4.59 1.83 2.33
C 0.439800 0.061630 -0.043823 -2.31 0.50 1.10
C 1.261148 1.181948 0.423740 -0.86 1.60 -0.56
C 0.491703 -0.083353 -1.487491 1.17 -0.35 -1.91
O -2.107790 -1.964541 0.164055 0.14 -2.15 -0.24
Cl -2.856997 0.892159 -0.479628 -0.76 0.27 -0.35
H 0.349341 -0.991012 1.941708 0.17 -0.13 -1.40
H 0.600431 -2.002687 0.384493 0.31 -0.30 0.67
H -1.296758 0.849611 1.435968 -1.20 -0.89 -1.95
H 1.200404 1.912847 -0.448570 0.17 -0.17 1.76
H 2.309683 0.968220 0.571338 0.35 -0.41 0.15
H 0.793523 1.506711 1.360568 0.62 0.66 -0.16
H 0.444410 0.874989 -2.044087 -0.25 -0.34 0.61
H -0.317944 -0.689310 -1.830689 -0.34 -0.73 -0.60
H 1.493322 -0.497539 -1.829519 -1.04 0.02 0.42